Entry 1:
This record from the OMol25 dataset describes 8 unconnected molecules or ions with the total composition C25H57BF3IN8O19P. The level of theory is ωB97M-V with the def2-TZVPD basis set.

CARTESIAN COORDINATES (ANGSTROEM)
C (0.557, -3.148, 2.344)
C (0.504, -2.036, 3.438)
B (0.206, -0.543, 2.959)
O (0.446, 0.489, 3.929)
C (-0.290, -0.094, 1.470)
C (0.973, -0.353, 0.545)
C (1.752, 0.917, 0.077)
C (2.794, 0.640, -1.062)
C (2.172, -0.126, -2.288)
C (3.247, 2.059, -1.634)
C (-0.732, 1.397, 1.628)
N (-1.512, 1.999, 0.496)
P (-1.004, 3.676, 0.135)
O (-0.201, 3.783, -1.120)
O (-0.343, 4.388, 1.450)
O (-2.439, 4.487, -0.161)
C (-1.635, 1.140, -0.722)
C (-2.570, 1.710, -1.833)
C (-2.369, 0.979, -3.231)
O (-1.620, -0.211, -3.146)
C (-1.574, 1.919, -4.205)
F (-1.262, 1.272, -5.347)
F (-2.292, 3.025, -4.503)
F (-0.394, 2.318, -3.686)
C (-2.352, -0.168, -0.182)
C (-1.509, -0.950, 0.921)
C (-2.534, -1.448, 2.006)
C (-3.843, -2.126, 1.376)
C (-4.140, -3.500, 2.129)
I (-5.627, -0.905, 1.697)
H (-0.422, -3.322, 1.848)
H (0.768, -4.112, 2.876)
H (1.374, -3.047, 1.601)
H (1.421, -2.001, 4.078)
H (-0.326, -2.311, 4.147)
H (-0.199, 0.425, 4.644)
H (1.714, -0.983, 1.098)
H (0.652, -0.957, -0.330)
H (1.121, 1.768, -0.263)
H (2.342, 1.300, 0.950)
H (3.688, 0.130, -0.648)
H (2.779, -0.027, -3.207)
H (1.103, 0.166, -2.443)
H (2.139, -1.206, -1.992)
H (4.337, 2.081, -1.868)
H (2.742, 2.195, -2.623)
H (2.918, 2.905, -0.996)
H (0.168, 1.982, 1.929)
H (-1.392, 1.441, 2.528)
H (-2.485, 2.116, 0.830)
H (-0.057, 5.301, 1.227)
H (-2.123, 5.336, -0.519)
H (-0.657, 0.924, -1.191)
H (-2.468, 2.793, -2.045)
H (-3.623, 1.486, -1.531)
H (-3.377, 0.873, -3.682)
H (-2.256, -0.920, -3.337)
H (-2.607, -0.863, -1.003)
H (-3.332, 0.212, 0.219)
H (-1.134, -1.857, 0.395)
H (-2.859, -0.588, 2.647)
H (-2.125, -2.234, 2.687)
H (-3.694, -2.407, 0.314)
H (-3.193, -4.073, 2.090)
H (-4.860, -4.037, 1.467)
H (-4.541, -3.351, 3.147)
C (-2.172, -4.116, 6.070)
N (-2.598, -4.659, 4.754)
O (-1.800, -4.614, 3.836)
O (-3.724, -5.107, 4.690)
H (-1.153, -3.752, 5.983)
H (-2.852, -3.306, 6.326)
H (-2.234, -4.924, 6.793)
C (-3.673, 5.794, -4.438)
N (-3.847, 7.178, -4.949)
O (-3.982, 7.321, -6.144)
O (-3.840, 8.069, -4.125)
H (-3.699, 5.106, -5.276)
H (-2.712, 5.749, -3.932)
H (-4.491, 5.595, -3.749)
C (6.591, -2.162, 0.214)
N (5.499, -2.021, -0.785)
O (5.814, -1.851, -1.942)
O (4.358, -2.085, -0.369)
H (7.542, -2.086, -0.299)
H (6.476, -1.361, 0.940)
H (6.483, -3.136, 0.683)
C (-4.065, -3.716, -5.760)
N (-3.477, -2.558, -5.040)
O (-2.841, -1.758, -5.683)
O (-3.679, -2.492, -3.837)
H (-3.805, -3.640, -6.811)
H (-3.649, -4.620, -5.322)
H (-5.143, -3.673, -5.624)
C (-0.554, -6.139, -0.626)
N (-0.489, -4.662, -0.472)
O (-1.515, -4.084, -0.158)
O (0.583, -4.138, -0.671)
H (-1.568, -6.466, -0.419)
H (-0.272, -6.373, -1.650)
H (0.146, -6.572, 0.084)
C (10.442, -0.689, 1.376)
N (9.565, -1.886, 1.288)
O (8.720, -2.031, 2.150)
O (9.757, -2.638, 0.357)
H (10.158, -0.114, 2.251)
H (11.467, -1.040, 1.459)
H (10.297, -0.110, 0.467)
C (0.726, 7.605, 3.749)
N (1.020, 7.877, 2.317)
O (0.910, 9.012, 1.930)
O (1.355, 6.923, 1.628)
H (0.446, 8.537, 4.229)
H (-0.091, 6.889, 3.787)
H (1.629, 7.195, 4.196)

Charge   +1
Calculated total energy   -3817.10527 Ha
LUMO   -2.47 eV

Mulliken atomic charge list, values in e, 2 entries:
1. C -0.36
2. C -0.16



Entry 2:
This record from the OMol25 dataset describes 5 unconnected molecules or ions with the total composition C25H58N5O18P4. The level of theory is ωB97M-V with the def2-TZVPD basis set.

CARTESIAN COORDINATES (ANGSTROEM)
C (-2.586, 2.928, -5.242)
C (-3.165, 3.485, -4.186)
C (-3.909, 3.871, -2.789)
C (-2.887, 3.841, -1.513)
C (-2.861, 2.347, -0.823)
N (-1.647, 1.579, -1.270)
C (-0.408, 1.519, -0.421)
C (-0.379, 2.142, 1.047)
C (-0.432, 2.658, 2.269)
C (0.140, -0.024, -0.520)
O (-0.658, -0.655, 0.565)
N (0.170, -1.022, 1.576)
O (-0.558, -1.207, 2.526)
C (-0.328, -0.369, -2.077)
N (0.682, 0.412, -2.855)
N (-0.105, -1.844, -2.115)
C (-0.444, -2.466, -3.436)
C (0.678, -2.297, -4.584)
C (-1.854, 0.214, -1.943)
N (-2.657, 0.451, -3.175)
H (-1.843, 2.394, -5.957)
H (-4.407, 4.918, -2.921)
H (-4.795, 3.127, -2.670)
H (-3.294, 4.630, -0.752)
H (-1.827, 4.214, -1.794)
H (-3.024, 2.398, 0.312)
H (-3.812, 1.819, -1.252)
H (-1.311, 2.144, -2.092)
H (0.339, 2.208, -0.986)
H (-0.253, 3.335, 3.197)
H (1.247, -0.228, -0.273)
H (0.304, 1.292, -3.241)
H (1.538, 0.556, -2.297)
H (-0.729, -2.307, -1.418)
H (-0.533, -3.615, -3.236)
H (-1.459, -2.153, -3.883)
H (1.766, -2.371, -4.189)
H (0.523, -2.981, -5.507)
H (0.573, -1.207, -4.994)
H (-2.531, -0.407, -1.229)
H (-3.675, 0.419, -2.930)
H (-2.546, -0.294, -3.881)
C (-0.036, -3.736, 2.879)
O (0.391, -5.073, 2.638)
P (1.846, -5.509, 3.460)
O (1.954, -6.772, 2.611)
O (0.986, -5.803, 4.837)
C (-0.195, -6.588, 4.775)
O (3.310, -5.849, 4.294)
C (3.456, -7.107, 4.932)
H (-1.027, -3.600, 2.444)
H (-0.087, -3.532, 3.952)
H (0.660, -3.042, 2.409)
H (-0.222, -7.234, 3.897)
H (-1.067, -5.925, 4.768)
H (-0.247, -7.210, 5.670)
H (3.237, -7.936, 4.257)
H (2.816, -7.164, 5.815)
H (4.495, -7.199, 5.258)
C (3.748, 4.505, -4.932)
O (2.447, 5.077, -5.041)
P (1.589, 5.171, -3.548)
O (0.300, 5.492, -4.301)
O (2.398, 6.553, -3.160)
C (2.507, 7.597, -4.118)
O (0.794, 5.204, -2.021)
C (0.046, 6.357, -1.666)
H (4.264, 4.623, -5.885)
H (4.327, 5.005, -4.150)
H (3.663, 3.441, -4.700)
H (1.731, 7.545, -4.883)
H (3.492, 7.547, -4.593)
H (2.426, 8.555, -3.601)
H (-0.671, 6.635, -2.440)
H (0.714, 7.194, -1.455)
H (-0.511, 6.129, -0.754)
C (-6.018, -7.180, -0.590)
O (-4.844, -6.521, -1.056)
P (-4.835, -4.818, -0.785)
O (-3.634, -4.669, -1.716)
O (-4.340, -5.060, 0.769)
C (-3.261, -5.946, 1.034)
O (-4.919, -3.124, -0.498)
C (-3.759, -2.457, -0.042)
H (-5.870, -8.257, -0.670)
H (-6.218, -6.925, 0.454)
H (-6.872, -6.889, -1.207)
H (-2.618, -6.093, 0.165)
H (-3.660, -6.912, 1.361)
H (-2.661, -5.532, 1.847)
H (-2.891, -2.665, -0.671)
H (-3.545, -2.730, 0.994)
H (-3.952, -1.382, -0.076)
C (2.679, 0.885, 3.775)
O (3.841, 1.574, 3.324)
P (3.811, 3.276, 3.616)
O (5.013, 3.448, 2.691)
O (4.305, 3.023, 5.169)
C (5.395, 2.150, 5.428)
O (3.717, 4.967, 3.910)
C (4.875, 5.645, 4.374)
H (2.851, -0.188, 3.684)
H (2.468, 1.123, 4.822)
H (1.822, 1.165, 3.157)
H (6.042, 2.020, 4.559)
H (5.008, 1.176, 5.744)
H (5.987, 2.563, 6.247)
H (5.744, 5.446, 3.745)
H (5.089, 5.370, 5.408)
H (4.670, 6.717, 4.342)

Charge   +1
Calculated total energy   -3979.83201 Ha
LUMO   -5.19 eV

Mulliken atomic charge list, values in e, 2 entries:
1. C -0.44
2. C -0.12



Entry 3:
This record from the OMol25 dataset describes a molecular structure, C25H59N4O18V. The level of theory is ωB97M-V with the def2-TZVPD basis set.

CARTESIAN COORDINATES (ANGSTROEM)
O (0.319, -1.048, 1.313)
V (1.161, -1.805, 0.172)
O (1.057, -1.126, -1.258)
O (-1.788, -4.832, -0.983)
C (-0.516, -4.581, -0.553)
O (-0.230, -3.433, -0.086)
O (0.266, -5.554, -0.495)
H (-1.707, -5.792, -0.779)
O (3.928, -1.984, -2.262)
C (3.781, -3.211, -1.657)
O (4.591, -4.117, -1.894)
O (2.812, -3.269, -0.849)
H (4.736, -2.043, -2.788)
O (2.161, -2.618, 4.043)
C (2.663, -3.257, 2.908)
O (3.697, -3.949, 3.015)
O (1.917, -3.259, 1.883)
H (1.426, -2.203, 3.540)
C (-1.347, -3.280, 3.268)
O (-2.129, -2.293, 3.965)
C (-1.552, -1.012, 4.086)
C (-2.249, -0.031, 4.993)
N (-1.537, 1.251, 4.996)
C (-1.796, 2.047, 3.797)
C (-1.023, 3.359, 3.684)
O (0.355, 3.200, 4.017)
C (1.076, 2.343, 3.139)
H (-0.296, -3.076, 3.457)
H (-1.492, -3.111, 2.200)
H (-1.662, -4.233, 3.675)
H (-1.531, -0.675, 3.045)
H (-0.576, -1.101, 4.584)
H (-2.350, -0.467, 5.990)
H (-3.266, 0.269, 4.727)
H (-0.556, 1.257, 5.227)
H (-2.821, 2.250, 3.494)
H (-1.261, 1.466, 3.031)
H (-1.460, 4.139, 4.318)
H (-1.109, 3.857, 2.713)
H (0.880, 1.288, 3.343)
H (2.120, 2.612, 3.290)
H (0.876, 2.511, 2.075)
C (2.085, -2.350, -7.583)
O (1.893, -2.066, -6.216)
C (1.512, -3.163, -5.387)
C (0.669, -2.587, -4.277)
N (-0.725, -2.406, -4.702)
C (-1.513, -1.752, -3.661)
C (-2.902, -1.409, -4.176)
O (-2.894, -0.569, -5.300)
C (-4.101, -0.544, -5.991)
H (3.004, -2.932, -7.740)
H (2.260, -1.451, -8.169)
H (1.248, -2.972, -7.914)
H (2.375, -3.727, -5.017)
H (1.002, -3.914, -6.006)
H (1.168, -1.688, -3.902)
H (0.680, -3.268, -3.421)
H (-0.612, -1.777, -5.494)
H (-1.120, -0.788, -3.303)
H (-1.555, -2.332, -2.738)
H (-3.482, -0.913, -3.386)
H (-3.441, -2.349, -4.364)
H (-4.947, -0.096, -5.459)
H (-4.344, -1.505, -6.456)
H (-4.028, 0.110, -6.867)
C (-3.418, 8.170, 0.521)
O (-2.503, 7.172, 0.179)
C (-2.898, 5.903, 0.638)
C (-1.985, 4.865, -0.037)
N (-2.451, 3.532, 0.312)
C (-1.674, 2.503, -0.390)
C (-1.981, 1.065, -0.044)
O (-3.264, 0.722, -0.600)
C (-3.555, -0.658, -0.434)
H (-3.177, 9.112, 0.035)
H (-3.513, 8.310, 1.607)
H (-4.454, 7.908, 0.265)
H (-3.962, 5.656, 0.500)
H (-2.889, 5.884, 1.739)
H (-0.984, 5.060, 0.349)
H (-1.965, 5.114, -1.103)
H (-3.417, 3.334, 0.077)
H (-0.623, 2.536, -0.066)
H (-1.569, 2.706, -1.462)
H (-1.896, 0.874, 1.025)
H (-1.316, 0.487, -0.694)
H (-3.471, -0.999, 0.596)
H (-3.035, -1.218, -1.216)
H (-4.580, -0.755, -0.813)
C (5.398, -0.750, 0.561)
C (4.095, -0.753, 1.387)
C (4.232, 0.029, 2.682)
O (4.505, 1.404, 2.347)
C (4.791, 2.158, 3.474)
N (2.945, -0.323, 0.542)
H (5.718, 0.208, 0.147)
H (5.372, -1.503, -0.226)
H (6.233, -1.110, 1.172)
H (3.954, -1.821, 1.575)
H (5.066, -0.382, 3.263)
H (3.455, -0.114, 3.441)
H (4.033, 2.222, 4.261)
H (5.026, 3.205, 3.249)
H (5.735, 1.869, 3.960)
H (3.292, -0.343, -0.417)
H (2.927, 0.678, 0.744)

Charge   -2
Calculated total energy   -3505.30947 Ha
LUMO   3.45 eV

Mulliken atomic charge list, values in e, 2 entries:
1. O 0.34
2. V 1.58



Entry 4:
This record from the OMol25 dataset describes 13 unconnected molecules or ions with the total composition C25H59N9O26S4. The level of theory is ωB97M-V with the def2-TZVPD basis set.

CARTESIAN COORDINATES (ANGSTROEM)
C (3.571, -3.790, 0.876)
C (3.423, -5.143, 1.555)
C (1.958, -5.399, 1.779)
S (1.281, -3.786, 2.149)
O (1.102, -3.662, 3.562)
O (0.180, -3.481, 1.266)
C (2.639, -2.782, 1.642)
H (3.239, -3.933, -0.137)
H (4.577, -3.454, 0.869)
H (3.938, -5.279, 2.508)
H (3.813, -6.026, 1.029)
H (1.689, -6.007, 2.693)
H (1.443, -5.727, 0.874)
H (3.125, -2.366, 2.508)
H (2.110, -2.011, 1.133)
C (2.852, 6.932, 2.505)
C (1.614, 7.690, 2.055)
C (0.491, 6.729, 1.759)
S (1.337, 5.220, 1.184)
O (1.167, 4.858, -0.200)
O (0.965, 4.215, 2.146)
C (2.980, 5.765, 1.477)
H (2.838, 6.592, 3.533)
H (3.760, 7.479, 2.321)
H (1.941, 8.174, 1.133)
H (1.223, 8.492, 2.723)
H (-0.121, 7.007, 0.898)
H (-0.146, 6.468, 2.609)
H (3.419, 6.082, 0.536)
H (3.426, 4.848, 1.873)
C (-3.226, -4.591, 0.223)
C (-4.488, -5.018, -0.428)
C (-4.519, -4.327, -1.772)
S (-3.924, -2.685, -1.473)
O (-4.994, -1.805, -1.121)
O (-3.050, -2.239, -2.542)
C (-3.143, -3.114, 0.073)
H (-2.434, -5.072, -0.334)
H (-3.095, -4.913, 1.258)
H (-5.368, -4.853, 0.139)
H (-4.560, -6.059, -0.750)
H (-5.502, -4.335, -2.240)
H (-3.810, -4.815, -2.430)
H (-3.667, -2.575, 0.910)
H (-2.063, -2.796, 0.099)
C (-0.104, 0.735, -2.068)
C (-0.779, 2.032, -1.441)
C (-0.288, 2.098, -0.036)
S (-0.215, 0.415, 0.515)
O (-1.353, 0.060, 1.330)
O (1.075, 0.065, 1.122)
C (-0.491, -0.321, -1.053)
H (0.949, 0.751, -2.153)
H (-0.533, 0.497, -3.017)
H (-1.890, 1.973, -1.442)
H (-0.509, 2.951, -1.936)
H (-0.812, 2.697, 0.703)
H (0.733, 2.425, 0.054)
H (-1.589, -0.521, -1.097)
H (0.039, -1.261, -1.070)
C (-2.420, 3.178, 4.303)
N (-2.144, 4.220, 3.256)
O (-2.290, 3.819, 2.133)
O (-1.676, 5.318, 3.650)
H (-1.966, 3.572, 5.247)
H (-1.929, 2.245, 4.021)
H (-3.473, 2.987, 4.303)
C (-1.665, -1.957, 3.623)
N (-2.894, -1.037, 3.697)
O (-2.875, -0.150, 4.536)
O (-3.783, -1.237, 2.906)
H (-2.123, -2.931, 3.878)
H (-1.031, -1.609, 4.430)
H (-1.218, -2.005, 2.622)
C (4.493, -0.364, -3.581)
N (3.406, -1.405, -3.523)
O (3.597, -2.446, -4.094)
O (2.421, -1.155, -2.902)
H (4.140, 0.547, -3.189)
H (4.807, -0.181, -4.612)
H (5.286, -0.866, -3.023)
C (-4.554, 0.743, 0.586)
N (-4.751, 1.159, -0.853)
O (-3.905, 0.888, -1.651)
O (-5.732, 1.795, -1.115)
H (-5.432, 1.124, 1.126)
H (-3.623, 1.148, 0.970)
H (-4.540, -0.336, 0.606)
C (4.478, 0.772, 0.264)
N (3.821, 2.100, 0.016)
O (3.791, 2.487, -1.116)
O (3.310, 2.649, 0.966)
H (4.169, 0.333, 1.236)
H (5.566, 0.962, 0.356)
H (4.266, 0.136, -0.516)
C (-3.967, 0.176, -4.420)
N (-3.620, 1.446, -5.094)
O (-2.446, 1.737, -5.101)
O (-4.516, 2.121, -5.585)
H (-3.438, -0.086, -3.553)
H (-3.829, -0.650, -5.171)
H (-5.043, 0.265, -4.117)
C (2.604, 0.408, 4.195)
N (4.050, -0.066, 4.149)
O (4.774, 0.234, 5.050)
O (4.494, -0.566, 3.115)
H (2.170, 0.064, 3.315)
H (2.734, 1.508, 4.237)
H (2.079, -0.047, 5.060)
C (0.646, 1.555, -5.674)
N (2.062, 1.628, -5.298)
O (2.796, 0.797, -5.745)
O (2.406, 2.476, -4.470)
H (0.083, 2.286, -5.060)
H (0.228, 0.567, -5.440)
H (0.649, 1.553, -6.776)
C (0.028, -3.801, -1.912)
N (-0.266, -5.239, -2.418)
O (0.407, -6.128, -1.980)
O (-1.089, -5.311, -3.274)
H (1.011, -3.533, -2.335)
H (-0.011, -3.816, -0.771)
H (-0.745, -3.187, -2.368)

Charge   0
Calculated total energy   -5028.85264 Ha
LUMO   -0.01 eV

Mulliken atomic charge list, values in e, 2 entries:
1. C -0.75
2. C -0.76